Here is a 2-piece molecular cluster, C5H13N3O overall at a distorted geometry from OMol25. Energies are from ωB97M-V/def2-TZVPD.

The geometry in XYZ format:
```
22
Properties=species:S:1:pos:R:3
C -1.151 0.971 1.879
C -1.094 -0.379 1.184
N 0.983 -0.386 0.824
O -1.804 -1.246 1.711
H 1.309 -1.343 0.899
H 1.555 0.233 1.389
H -0.752 1.777 1.266
H -2.182 1.254 2.082
H -0.680 0.870 2.858
C 1.093 1.532 -0.844
N -1.145 -0.433 -0.390
C 0.863 0.044 -0.706
N -1.341 -1.703 -0.976
C 1.377 -0.766 -1.672
H -1.810 0.197 -0.832
H -1.209 -2.385 -0.224
H -0.579 -1.808 -1.655
H 2.156 1.773 -0.854
H 0.629 1.891 -1.761
H 0.708 2.097 0.007
H 1.536 -0.369 -2.661
H 1.540 -1.823 -1.523
```

Properties
**HOMO level**: -7.736 eV
**Orbital gap**: 8.47 eV
**Structure (SMILES)**: CC(=O)NN.C=C(C)N
**Charge**: 0

Results of the natural (NBO) charge analysis, in e, for atoms 1 through 6:
1 C -0.70
2 C 0.71
3 N -0.81
4 O -0.63
5 H 0.39
6 H 0.39